Record 1
DFT (ωB97M-V with the def2-TZVPD basis set) results for a structure of composition C40H55BiI2N5O6S in a non-equilibrium geometry.

Output
multiplicity: 1
E_HOMO: -9.5 eV
total charge: +1
LUMO level: -2.333 eV
largest force on an atom: 0.028 Eh/bohr
total energy: -94977.70676 eV

Last column: Löwdin charge in e.
Positions of all 110 atoms, in Å:
1 H -0.850 0.224 -2.549  0.129
2 H -1.144 4.524 -0.160  0.107
3 H 4.331 0.507 -4.323  0.091
4 C -2.293 -4.012 -0.503  -0.073
5 H -1.465 5.383 4.805  0.111
6 H 3.644 5.386 2.757  0.104
7 H 1.823 -3.787 1.791  0.079
8 H -1.609 -4.427 -4.685  0.125
9 C 3.421 5.546 -0.598  -0.070
10 C -6.351 -1.598 1.277  -0.045
11 C 3.164 3.737 1.486  -0.273
12 C 4.845 1.077 -3.549  -0.030
13 C 0.654 5.152 4.942  -0.060
14 I 3.750 -1.049 1.643  0.995
15 H 0.264 1.522 -3.039  0.120
16 C -2.443 -5.086 -1.579  -0.277
17 H -6.687 -1.441 0.252  0.081
18 H -1.852 1.271 3.772  0.053
19 C -1.083 -5.388 -2.207  -0.110
20 H 6.367 1.336 -1.458  0.097
21 C 2.341 0.271 -2.672  -0.217
22 C 3.600 5.972 0.710  -0.075
23 H -0.001 -2.120 -2.231  0.093
24 H 0.257 2.208 2.472  0.092
25 C 3.094 4.234 -0.863  -0.011
26 N 0.863 -3.657 1.461  -0.057
27 C 0.338 3.060 3.135  -0.069
28 C -1.491 -3.641 -3.937  -0.111
29 H 5.546 -2.458 0.196  -0.044
30 H -1.607 -4.338 0.281  0.112
31 H -2.243 -1.332 -2.715  0.110
32 H 3.827 7.003 0.928  0.108
33 H -1.084 -2.760 -4.441  0.121
34 H -1.752 3.526 3.221  0.099
35 H -0.177 -4.360 3.126  0.151
36 O 0.261 -1.279 2.567  -0.291
37 C -0.764 3.780 3.571  -0.073
38 Bi 0.489 -1.265 0.433  1.862
39 C -0.539 -4.109 -2.840  -0.276
40 H -3.533 -2.965 -4.075  0.144
41 H -2.538 3.442 0.088  0.112
42 N 4.629 0.469 -2.239  -0.242
43 C -1.451 3.488 -0.009  0.001
44 C 3.490 5.061 1.741  -0.081
45 C 0.036 0.803 -2.247  -0.129
46 H -0.426 3.701 -2.885  0.103
47 H -4.387 -4.389 -2.224  0.125
48 C -2.682 -2.221 -2.250  -0.069
49 C 5.838 0.382 -1.443  -0.055
50 H -3.255 -3.851 -0.027  0.109
51 H 2.750 4.698 4.860  0.110
52 C 1.592 3.432 3.578  -0.361
53 C -3.405 -4.591 -2.661  -0.105
54 C -2.862 0.891 3.880  -0.032
55 H -0.390 -5.763 -1.450  0.118
56 C -4.590 -0.315 2.530  -0.015
57 I 3.376 -3.244 -1.158  0.813
58 H -2.867 0.246 4.757  0.095
59 C -3.955 -1.600 0.604  -0.011
60 H -1.189 -6.160 -2.971  0.125
61 H 0.455 -4.298 -3.261  0.139
62 C -0.414 -3.018 -1.772  -0.190
63 O -0.689 -2.312 4.291  0.105
64 H 4.471 2.104 -3.570  0.095
65 H -7.024 -1.071 1.948  0.075
66 N -1.016 2.691 -1.140  -0.111
67 H 3.551 6.241 -1.413  0.109
68 H -2.055 4.047 -2.303  0.098
69 H 0.291 -3.372 -1.017  0.009
70 C 4.560 -2.713 0.562  -1.051
71 O 1.091 -0.098 -2.074  -0.272
72 H -0.995 3.107 0.898  0.057
73 H 2.568 1.501 0.649  0.021
74 H -3.550 1.715 4.068  0.082
75 C -1.321 3.258 -2.439  -0.026
76 H -1.744 2.524 -3.124  0.099
77 H -3.524 -5.362 -3.424  0.124
78 S 3.068 2.618 2.922  1.086
79 C 1.762 4.455 4.495  -0.093
80 C 2.955 3.307 0.175  -0.291
81 C -0.186 -2.327 3.203  -0.715
82 H -2.847 -5.995 -1.118  0.146
83 H 5.568 0.147 -0.417  0.035
84 H 2.942 3.881 -1.873  0.109
85 C -0.345 1.557 -0.972  -0.386
86 H -6.425 -2.667 1.485  0.085
87 H -3.660 -1.928 -1.880  0.107
88 C -2.843 -3.322 -3.303  -0.278
89 H 0.610 -4.429 0.847  0.081
90 C -3.267 0.082 2.687  -0.250
91 H 5.908 1.091 -3.776  0.093
92 O 2.620 2.050 -0.164  0.003
93 O -0.088 1.118 0.164  -0.124
94 C -1.763 -2.700 -1.111  -0.463
95 H -4.292 -2.264 -0.171  0.086
96 C -2.613 -1.239 0.738  -0.259
97 C 3.504 0.045 -1.751  -0.141
98 O 2.589 1.315 2.365  -0.732
99 N -1.556 -1.690 -0.064  -0.135
100 C -4.936 -1.135 1.472  -0.265
101 C -0.605 4.827 4.464  -0.057
102 H -5.344 0.015 3.232  0.118
103 C -2.325 -0.327 1.760  -0.036
104 H 2.450 -0.356 -3.573  0.136
105 H 0.776 5.946 5.662  0.112
106 H 6.502 -0.382 -1.855  0.099
107 H 2.305 1.323 -2.987  0.120
108 N -0.047 -3.550 2.530  -0.003
109 H -1.320 0.046 1.853  0.053
110 H 4.618 -3.584 1.203  -0.040

=====

Record 2
DFT (ωB97M-V with the def2-TZVPD basis set) results for the molecule C18H23F2N5O3S.

Output
multiplicity: 1
energy above the lowest of the compared OMol25 structures with the same formula, charge and spin: 0.0 kcal per mole
E_HOMO: -7.9 eV
LUMO level: 0.152 eV
structure (SMILES): [H]/N=c1\[nH]c(/C(=N/OC)C(=O)N[C@]23C[C@H]2CN(C(=O)CCC2CC(F)(F)C2)C3)cs1
largest force on an atom: 0.004 Eh/bohr
total energy: -48900.76888 eV

Last column: Löwdin charge in e.
Positions of all 52 atoms, in Å:
1 H 0.777 1.553 -1.105  0.135
2 C -1.161 2.620 0.867  -0.459
3 C -0.217 1.127 -0.938  -0.090
4 H -4.869 5.055 -3.107  0.125
5 C 1.422 -5.812 -0.278  -0.074
6 H -1.262 0.251 2.056  0.134
7 C -1.419 3.692 -0.172  -0.098
8 H -1.348 3.586 -3.144  0.113
9 H -3.561 3.584 -0.062  0.132
10 C 3.614 -2.870 2.502  -0.310
11 O 1.449 -4.454 0.147  -0.188
12 C -2.216 4.237 -3.229  -0.022
13 H 5.751 -5.409 4.552  0.039
14 H 0.105 -2.808 1.211  0.150
15 C -1.354 -1.139 -0.529  0.002
16 H -0.902 1.519 -1.692  0.111
17 F -3.403 2.231 -3.831  0.073
18 O 2.527 -0.915 0.530  0.099
19 H 4.037 -4.904 2.796  0.141
20 C 1.895 -1.883 0.903  -0.408
21 C -0.255 -0.864 0.452  -0.367
22 N 0.545 -1.949 0.927  0.168
23 H 0.628 -5.867 -1.017  0.087
24 H 3.704 -0.717 2.675  0.077
25 C -0.137 -0.380 -0.965  -0.157
26 H -2.998 5.509 -1.560  0.141
27 C 4.020 -1.693 2.998  -0.341
28 N 2.426 -4.311 1.112  0.107
29 H -1.393 4.645 0.355  0.128
30 N 5.899 -4.427 4.769  0.050
31 C -3.454 3.600 -3.844  -0.532
32 H 1.203 -6.471 0.563  0.083
33 C -2.786 3.492 -0.828  -0.163
34 H -0.631 3.703 -0.927  0.108
35 O -1.386 2.800 2.052  0.065
36 H -1.455 -2.155 -0.887  0.111
37 H 0.480 0.526 1.916  0.137
38 C 5.170 -3.668 4.064  -0.722
39 C -0.437 0.342 1.349  -0.044
40 H -2.869 2.476 -1.230  0.114
41 H 0.570 -0.847 -1.635  0.148
42 H -1.945 5.146 -3.763  0.127
43 H 2.375 -6.089 -0.730  0.084
44 F -3.752 3.955 -5.122  0.081
45 N -0.716 1.418 0.407  -0.025
46 S 5.221 -1.903 4.234  1.031
47 C -3.056 4.490 -1.942  -0.268
48 H -5.051 3.472 -2.303  0.124
49 N 4.240 -3.962 3.086  0.067
50 C -4.346 4.170 -2.750  -0.022
51 H -2.286 -0.601 -0.402  0.118
52 C 2.609 -3.099 1.468  -0.124

=====

Record 3
DFT (ωB97M-V with the def2-TZVPD basis set) results for a cluster of 10 separate species, H20O10 in total.

Output
multiplicity: 1
energy above the lowest of the compared OMol25 structures with the same formula, charge and spin: 57.6 kcal per mole
E_HOMO: -10.7 eV
LUMO level: -0.100 eV
structure (SMILES): O.O.O.O.O.O.O.O.O.O
largest force on an atom: 0.016 Eh/bohr
total energy: -20800.11398 eV

Last column: Löwdin charge in e.
Positions of all 30 atoms, in Å:
1 O 0.436 0.427 -0.267  -0.062
2 H 0.227 -0.506 -0.319  -0.007
3 H -2.602 2.312 -2.234  0.056
4 H 0.627 2.444 0.191  -0.014
5 H 2.013 1.241 -1.342  -0.021
6 H -0.170 -2.247 -1.750  0.068
7 H -2.640 2.174 0.069  -0.027
8 H -2.199 3.273 1.012  0.034
9 H 2.328 -1.146 -1.476  0.000
10 H 3.125 2.211 -1.005  0.042
11 H -1.663 1.136 -2.397  0.050
12 H -1.521 0.613 2.421  0.068
13 O 1.459 -3.972 0.718  -0.071
14 H 1.250 2.370 1.568  0.037
15 H -2.617 0.420 1.394  0.049
16 O 3.157 -1.275 -1.937  -0.035
17 O -2.948 2.719 0.792  -0.051
18 O -0.310 -2.347 2.146  -0.046
19 H 2.945 -1.123 -2.858  0.036
20 H -0.945 -2.867 -0.607  0.072
21 O -0.261 -2.226 -0.797  -0.034
22 H -0.978 -1.685 1.963  -0.005
23 O 0.709 2.929 1.011  -0.049
24 H 1.352 -4.327 1.600  0.023
25 H 0.249 -1.946 2.811  0.054
26 O 2.333 2.122 -1.535  -0.056
27 O -2.138 1.639 -1.736  -0.037
28 H 0.825 -3.256 0.669  -0.043
29 H -0.284 0.807 0.236  0.001
30 O -1.759 0.087 1.657  -0.033

=====

Record 4
DFT (ωB97M-V with the def2-TZVPD basis set) results for a cluster of 7 separate species, C24H42O8 in total in a non-equilibrium geometry.

Output
multiplicity: 1
E_HOMO: -8.2 eV
LUMO level: 0.552 eV
structure (SMILES): Cc1ccc(C[C@H]2C[C@@H](c3ccccc3)C(=O)O2)cc1.CO.CO.CO.CO.CO.CO
largest force on an atom: 0.057 Eh/bohr
total energy: -41944.15570 eV

Last column: Löwdin charge in e.
Positions of all 74 atoms, in Å:
1 C -0.602 -2.964 1.916  -0.213
2 H -5.390 1.983 -2.712  0.060
3 C 3.122 -1.965 4.481  -0.122
4 H 1.698 0.388 -1.923  0.070
5 C -2.875 0.040 -0.558  -0.073
6 C 2.509 -3.414 4.189  -0.076
7 H 3.494 -1.825 5.529  0.152
8 H 2.644 0.706 -3.395  0.082
9 C -2.530 -1.309 1.623  -0.042
10 C -1.784 -2.270 2.438  -0.032
11 C 0.558 -2.833 -3.804  -0.148
12 H -0.178 2.687 0.997  0.081
13 C 0.195 -3.961 2.837  -0.068
14 H 0.024 3.165 -3.956  0.052
15 H -0.256 -3.552 -3.680  0.079
16 H 2.675 -3.933 5.180  0.118
17 H -3.732 -0.426 -1.104  0.077
18 H -6.706 2.140 -0.831  0.078
19 C -5.095 4.113 -5.332  -0.152
20 H 0.822 -4.676 2.254  0.117
21 H 2.606 2.314 -1.060  0.061
22 H 5.437 -1.861 0.155  0.098
23 O -4.926 2.161 -1.883  -0.144
24 H -5.354 3.011 -0.070  0.076
25 H 0.690 -3.228 0.086  0.101
26 C 1.792 -1.064 4.405  -0.417
27 C -0.888 3.679 -2.320  -0.157
28 H 3.086 -4.084 3.503  0.104
29 H -0.619 -1.316 -4.081  0.084
30 H -4.427 2.371 -4.799  0.070
31 O 1.072 -1.736 3.396  -0.046
32 C -0.909 -1.758 -0.293  -0.018
33 H -4.254 4.330 -5.993  0.078
34 H 5.299 1.890 2.559  0.100
35 C 4.310 0.118 3.508  -0.030
36 O 3.081 1.917 -1.800  -0.125
37 H 0.916 -2.854 -4.836  0.076
38 H 0.489 0.880 2.243  0.078
39 C -5.853 2.798 -1.014  -0.151
40 C -2.083 -1.035 0.267  -0.228
41 H 4.098 -3.077 2.058  0.092
42 C 0.988 -3.099 3.889  -0.250
43 H -6.008 4.517 -5.767  0.078
44 C 5.443 0.074 1.248  -0.084
45 C -0.187 -2.716 0.538  -0.034
46 H -0.596 -4.564 3.365  0.120
47 H -3.294 0.761 0.184  0.069
48 H 1.318 0.294 0.781  0.076
49 H 1.375 -3.095 -3.134  0.078
50 H -2.208 0.559 -1.299  0.075
51 H -1.883 4.020 -2.036  0.078
52 H 0.554 -2.952 4.912  0.158
53 C 0.995 1.182 1.323  -0.144
54 O -0.863 3.465 -3.728  -0.136
55 C 2.135 1.168 -2.551  -0.145
56 C 5.123 -1.332 1.080  -0.071
57 H -4.926 4.573 -4.355  0.074
58 O -5.246 2.705 -5.185  -0.135
59 H 4.006 0.679 4.419  0.113
60 C 4.381 -2.006 2.134  -0.026
61 O 0.102 -1.525 -3.476  -0.149
62 H 1.349 1.831 -2.921  0.054
63 H -0.664 2.746 -1.797  0.049
64 H -6.198 3.735 -1.459  0.074
65 H -0.584 -1.551 -1.337  0.077
66 O 1.506 -0.076 4.997  0.156
67 H -2.155 -2.443 3.479  0.110
68 O 0.097 1.910 0.497  -0.139
69 C 5.055 0.804 2.460  -0.070
70 H -3.416 -0.796 2.052  0.103
71 H 5.984 0.639 0.459  0.096
72 H 1.867 1.798 1.562  0.075
73 H -0.153 4.442 -2.050  0.080
74 C 3.967 -1.294 3.332  -0.155